Entry 1:
This record from the OMol25 dataset describes a structure of composition C40H35ClN4O4P2PbS. The level of theory is the ωB97M-V functional and the def2-TZVPD basis.

Results
E_LUMO in Eh: 0.0096
HOMO-LUMO gap in eV: 7.316
Largest force on an atom in Eh/bohr: 0.01654
DFT total energy in Ha: -3798.99893

Last column: Löwdin charge in e.
CARTESIAN COORDINATES (ANGSTROEM)
Pb: -0.780 0.867 -0.347  1.173
O: 2.659 2.351 0.238  -0.533
Cl: 1.679 3.442 0.352  0.867
O: 2.218 4.639 -0.278  -0.450
O: 0.493 3.036 -0.527  -0.673
O: -0.581 2.169 2.519  -0.024
C: 2.694 -2.657 0.450  -0.145
N: 1.928 -1.448 0.139  -0.532
P: 2.238 -0.573 -1.320  0.965
C: 4.043 -0.798 -1.532  -0.360
C: 4.852 0.161 -0.920  -0.089
C: 6.231 0.102 -1.052  -0.077
C: 6.816 -0.908 -1.802  -0.089
C: 6.019 -1.865 -2.414  -0.086
C: 4.639 -1.810 -2.280  -0.098
C: 1.583 -1.701 -2.610  -0.385
C: 0.821 -2.834 -2.356  -0.100
C: 0.233 -3.546 -3.396  -0.089
C: 0.388 -3.121 -4.705  -0.096
C: 1.138 -1.981 -4.973  -0.085
C: 1.725 -1.278 -3.935  -0.110
P: 1.251 -0.504 1.395  0.909
C: 2.484 -0.515 2.746  -0.339
C: 2.716 -1.635 3.547  -0.105
C: 3.644 -1.584 4.573  -0.079
C: 4.347 -0.410 4.818  -0.084
C: 4.117 0.709 4.033  -0.073
C: 3.189 0.658 3.001  -0.078
C: -0.029 -1.602 2.115  -0.377
C: -0.667 -2.599 1.387  -0.122
C: -1.773 -3.262 1.905  -0.094
C: -2.262 -2.924 3.156  -0.090
C: -1.642 -1.919 3.890  -0.076
C: -0.543 -1.257 3.371  -0.098
H: 2.872 -3.227 -0.462  0.072
H: 2.131 -3.290 1.139  0.073
H: 3.661 -2.422 0.902  0.086
H: 4.387 0.955 -0.344  0.078
H: 6.847 0.857 -0.581  0.105
H: 7.893 -0.951 -1.909  0.100
H: 6.470 -2.654 -3.002  0.101
H: 4.028 -2.564 -2.762  0.101
H: 0.693 -3.173 -1.337  0.070
H: -0.345 -4.436 -3.179  0.100
H: -0.070 -3.673 -5.515  0.099
H: 1.254 -1.637 -5.993  0.102
H: 2.304 -0.386 -4.146  0.109
H: 2.155 -2.547 3.385  0.102
H: 3.812 -2.458 5.190  0.103
H: 5.067 -0.369 5.625  0.102
H: 4.652 1.629 4.226  0.106
H: 3.013 1.529 2.380  0.077
H: -0.293 -2.861 0.406  0.073
H: -2.252 -4.043 1.328  0.102
H: -3.125 -3.438 3.561  0.101
H: -2.020 -1.648 4.867  0.107
H: -0.080 -0.457 3.937  0.114
C: -1.451 1.778 1.776  -0.447
C: -2.898 1.938 2.147  -0.241
C: -3.768 0.859 2.047  -0.088
C: -5.107 1.011 2.373  -0.086
C: -5.590 2.256 2.754  -0.091
C: -4.726 3.341 2.833  -0.074
C: -3.379 3.180 2.547  -0.026
H: -3.383 -0.109 1.738  0.081
H: -5.775 0.160 2.321  0.102
H: -6.638 2.378 2.999  0.100
H: -5.100 4.313 3.130  0.103
H: -2.689 4.011 2.624  0.120
N: -3.481 -1.706 -1.382  0.140
C: -2.791 -1.051 -0.721  -0.119
H: -4.052 -2.291 -1.956  0.092
N: -0.143 2.840 -3.218  0.114
C: -1.483 2.859 -3.074  -0.688
N: -2.121 2.385 -2.042  -0.016
C: -3.494 2.568 -2.172  -0.307
C: -4.449 2.220 -1.222  -0.016
C: -5.783 2.468 -1.491  -0.078
C: -6.179 3.051 -2.696  -0.094
C: -5.239 3.399 -3.652  -0.094
C: -3.902 3.156 -3.374  -0.476
S: -2.501 3.516 -4.345  1.089
H: 0.395 2.894 -2.347  0.050
H: 0.241 3.354 -3.993  0.098
H: -4.142 1.780 -0.282  0.081
H: -6.529 2.210 -0.751  0.101
H: -7.227 3.241 -2.884  0.101
H: -5.537 3.852 -4.587  0.107

Entry 2:
This record from the OMol25 dataset describes the molecule C13H9Cl2NO4S at a distorted geometry. The level of theory is the ωB97M-V functional and the def2-TZVPD basis.

Results
E_LUMO in Eh: -0.0055
HOMO-LUMO gap in eV: 8.951
Largest force on an atom in Eh/bohr: 0.02095
DFT total energy in Ha: -2175.11417

Last column: Löwdin charge in e.
CARTESIAN COORDINATES (ANGSTROEM)
O: 1.139 1.142 3.685  0.120
C: 1.248 1.875 2.737  -0.486
O: 2.157 2.857 2.687  0.114
C: 0.409 1.790 1.514  -0.111
C: 0.635 2.606 0.407  0.007
C: -0.166 2.492 -0.716  -0.035
C: -1.189 1.557 -0.748  -0.042
C: -1.400 0.749 0.354  -0.259
S: -2.630 -0.555 0.283  0.675
O: -3.357 -0.647 1.506  -0.266
O: -3.341 -0.466 -0.952  -0.273
N: -1.630 -1.919 0.256  -0.057
C: -0.514 -1.928 -0.561  -0.332
C: -0.611 -1.459 -1.869  -0.059
C: 0.510 -1.442 -2.680  -0.667
Cl: 0.370 -0.827 -4.282  0.696
C: 1.736 -1.904 -2.227  -0.104
C: 1.835 -2.383 -0.933  -0.094
C: 0.727 -2.384 -0.105  -0.587
Cl: 0.874 -2.939 1.529  0.729
C: -0.619 0.851 1.483  0.018
H: 2.674 2.871 3.508  0.138
H: 1.437 3.326 0.439  0.120
H: 0.009 3.128 -1.570  0.113
H: -1.831 1.445 -1.607  0.118
H: -1.478 -2.302 1.180  0.075
H: -1.569 -1.122 -2.228  0.102
H: 2.598 -1.891 -2.873  0.106
H: 2.779 -2.746 -0.559  0.109
H: -0.802 0.224 2.342  0.132

Entry 3:
This record from the OMol25 dataset describes a structure of composition C14H20BrIrN10O2P at a distorted geometry. The level of theory is the ωB97M-V functional and the def2-TZVPD basis.

Results
2S+1: 2
E_LUMO (alpha / beta) in Eh: -0.0357 / -0.0331
HOMO-LUMO gap (alpha / beta) in eV: 5.854 / 6.687
Largest force on an atom in Eh/bohr: 0.33238
DFT total energy in Ha: -4262.86477

Last column: Löwdin charge in e.
CARTESIAN COORDINATES (ANGSTROEM)
Ir: -1.141 -0.229 -0.254  1.134
N: 0.900 -2.960 0.449  0.151
C: 0.634 -2.068 1.449  -0.369
N: 1.141 -2.217 2.701  0.114
N: 0.665 -1.158 3.399  0.033
N: -0.102 -0.402 2.584  -0.729
N: -0.134 -0.963 1.344  -0.116
C: 0.399 -2.827 -0.816  -0.491
N: 0.675 -3.724 -1.798  0.030
N: 0.014 -3.263 -2.887  -0.050
N: -0.635 -2.124 -2.560  -0.027
N: -0.403 -1.832 -1.251  -0.220
H: 1.485 -3.742 0.650  0.155
Br: -0.688 0.917 3.132  1.364
C: -2.420 0.509 2.466  -0.498
C: -3.507 0.663 3.316  -0.083
C: -4.774 0.365 2.828  -0.037
C: -4.905 -0.075 1.516  0.032
C: -3.762 -0.204 0.726  -0.160
N: -2.516 0.086 1.193  -0.123
C: -3.852 -0.676 -0.701  -0.562
O: -4.998 -0.958 -1.179  0.018
O: -2.736 -0.744 -1.295  -0.206
H: -3.378 1.007 4.335  0.104
H: -5.652 0.471 3.457  0.116
H: -5.878 -0.319 1.096  0.130
C: 0.850 1.949 -3.268  -0.149
C: 1.338 2.148 -1.842  -0.401
P: 1.044 0.682 -0.785  0.871
C: 2.216 -0.574 -1.418  -0.378
C: 3.687 -0.212 -1.443  -0.130
C: 1.708 1.143 0.857  -0.429
C: 2.750 2.245 0.908  -0.140
H: 0.996 2.868 -3.846  0.076
H: -0.216 1.700 -3.299  0.071
H: 1.400 1.149 -3.776  0.071
H: 0.797 2.999 -1.411  0.087
H: 2.396 2.426 -1.865  0.075
H: 1.907 -0.848 -2.433  0.085
H: 2.095 -1.480 -0.813  0.055
H: 3.882 0.694 -2.024  0.069
H: 4.260 -1.025 -1.903  0.083
H: 4.085 -0.072 -0.434  0.067
H: 2.104 0.246 1.347  0.078
H: 0.857 1.467 1.468  -0.022
H: 3.627 2.025 0.296  0.061
H: 3.093 2.384 1.939  0.079
H: 2.336 3.203 0.574  0.073
H: -1.642 1.350 -0.732  0.033

Entry 4:
This record from the OMol25 dataset describes a cluster of 2 separate species, C3H3Br2N in total at a distorted geometry. The level of theory is the ωB97M-V functional and the def2-TZVPD basis.

Results
2S+1: 3
E_LUMO (alpha / beta) in Eh: -0.0021 / -0.0945
HOMO-LUMO gap (alpha / beta) in eV: 8.947 / 8.197
Largest force on an atom in Eh/bohr: 0.07721
DFT total energy in Ha: -5318.69748

Last column: Löwdin charge in e.
CARTESIAN COORDINATES (ANGSTROEM)
C: -0.201 1.540 0.069  -0.372
C: -0.281 -0.839 -0.476  -0.725
C: 0.321 0.246 0.164  -0.805
N: -0.498 2.606 -0.152  0.198
Br: 0.318 -2.606 0.072  0.618
Br: 2.274 0.356 0.102  0.719
H: -1.428 -0.752 -0.533  0.119
H: 0.099 -0.756 -1.547  0.097
H: -0.604 0.204 2.300  0.151

Among the records above, which one has the lowest DFT total energy?
C3H3Br2N